Density functional theory data (wB97M-V/def2-TZVPD) for C18H26Cl4Ge2NO4Pt as an isolated structure in a non-equilibrium geometry.

The relative energy (zero: lowest compared OMol25 entry of this formula, charge and spin) comes out at 0.0 kcal per mole. The HOMO energy (alpha / beta) is -0.4121 / -0.4120 hartree. The calculation puts the molar mass at 802.52 g mol⁻¹. For the electronic energy, the calculation gives -195121.574 eV. For the LUMO energy (alpha / beta), the calculation gives -3.5102 / -6.0466 eV. The HOMO-LUMO gap (alpha / beta) comes out at 7.70 / 5.16 eV. As for the multiplicity: 3. As for the charge: +1.

```
56
Properties=species:S:1:pos:R:3:forces:R:3
Pt 0.44396 0.85537 -0.30886 -2.9 -0.7 -0.5
C -2.05431 -3.00419 3.65598 0.0 0.1 -0.1
C -1.79511 -1.90437 2.62672 0.6 -0.2 -0.4
Ge -0.20736 -2.28865 1.50141 0.2 -0.2 0.7
C 1.53125 -1.63260 2.23139 -0.7 -0.3 -0.2
C 2.07525 -2.45685 3.39538 0.1 0.2 0.0
C -0.11972 -4.04537 0.63977 0.1 0.3 0.1
C -0.15399 -4.10322 -0.69924 0.0 0.7 -0.1
Ge -0.30096 -2.32457 -1.61069 -0.1 -0.2 0.0
C -1.98542 -1.87114 -2.57255 0.7 -0.3 0.3
C -2.24788 -2.61616 -3.87774 -0.1 0.0 0.1
C 1.38605 -1.54422 -2.34452 -0.6 -0.3 0.1
C 1.88631 -2.06427 -3.68897 0.0 0.1 0.1
C -0.09396 -5.32397 -1.51347 0.1 -0.3 -0.3
C -0.07456 -6.60521 -0.95138 0.0 0.2 -0.1
C -0.00965 -7.72616 -1.75780 0.0 -0.1 0.0
C 0.02881 -7.59907 -3.14041 0.0 0.1 -0.1
C 0.01761 -6.33777 -3.71576 0.0 -0.1 -0.1
C -0.04383 -5.21714 -2.90661 0.0 0.1 0.3
H -2.92106 -2.75165 4.26652 0.0 -0.1 0.0
H -1.20033 -3.13057 4.32295 0.0 0.0 0.0
H -2.25201 -3.95960 3.16889 0.0 0.0 0.0
H -1.62139 -0.93955 3.10478 0.0 0.0 0.0
H -2.63922 -1.79473 1.94303 0.0 0.0 0.0
H 1.35154 -0.59553 2.52923 0.1 0.0 0.0
H 2.22797 -1.64561 1.38947 0.0 0.0 0.0
H 1.39295 -2.44395 4.24571 0.0 -0.1 0.0
H 3.02562 -2.04342 3.73771 0.0 -0.1 0.0
H 2.24470 -3.49337 3.10300 0.0 0.0 0.0
H -0.01697 -4.94558 1.23800 -0.1 -0.1 0.0
H -1.90334 -0.80164 -2.74786 -0.1 0.1 0.0
H -2.79260 -2.03055 -1.85449 0.0 0.0 0.0
H -1.45486 -2.43426 -4.60479 0.0 -0.1 0.0
H -3.18142 -2.26323 -4.31690 0.0 0.0 0.0
H -2.33816 -3.69097 -3.72280 0.0 0.0 0.0
H 2.14342 -1.69457 -1.57138 0.0 0.0 0.1
H 1.17241 -0.46292 -2.40610 0.1 0.0 -0.1
H 2.11463 -3.12862 -3.62845 0.0 0.0 0.0
H 2.79854 -1.54224 -3.98053 0.0 0.0 -0.1
H 1.14834 -1.91422 -4.47718 0.0 0.0 0.0
H -0.10998 -6.72391 0.12301 0.0 0.0 0.0
H 0.01164 -8.70957 -1.30722 0.0 0.0 0.0
H 0.06036 -8.47868 -3.76884 0.0 0.0 0.0
H 0.05574 -6.22860 -4.79157 0.0 0.0 0.0
H -0.05143 -4.22884 -3.35915 0.0 -0.1 -0.1
O -1.32749 1.10546 1.16992 0.8 0.2 -0.1
Cl -2.34374 0.83147 0.08736 -1.1 -0.3 0.2
O -3.32153 1.86845 0.04088 0.2 0.0 0.0
O -0.38944 -1.35314 -0.04281 0.4 1.3 -0.6
O -1.43571 0.97579 -1.15273 0.5 0.3 -0.2
Cl 5.01042 -1.27368 0.16376 -0.1 0.3 0.1
C 4.78665 0.43838 0.62519 1.0 -0.3 0.0
Cl 5.73974 1.48700 -0.43786 -0.2 -0.1 0.1
Cl 5.23940 0.67295 2.31474 -0.2 0.0 -0.2
C 3.37847 0.72487 0.42731 -0.4 0.2 0.0
N 2.26373 0.87842 0.23569 1.9 -0.2 0.7
```
Forces are in eV/Å.

=====

Density functional theory data (wB97M-V/def2-TZVPD) for one molecule with the formula C18H26ClN3O3.

The relative energy (zero: lowest compared OMol25 entry of this formula, charge and spin) comes out at 57.5 kcal per mole. The HOMO energy is -0.3209 hartree. The calculation puts the molar mass at 367.88 g mol⁻¹. For the electronic energy, the calculation gives -42223.053 eV. The SMILES is O=C(N1CCOCC1)N(CCN1CCOCC1)Cc1cccc(Cl)c1. For the LUMO energy, the calculation gives 0.6714 eV. The HOMO-LUMO gap comes out at 9.40 eV.

```
51
Properties=species:S:1:pos:R:3:forces:R:3
O -0.66799 -0.74036 1.87672 0.2 0.1 0.3
C -1.05445 -0.91287 0.73861 -0.2 -0.2 -0.2
N -2.14717 -1.70693 0.44544 -0.1 0.0 0.2
C -2.91996 -2.20988 1.56780 -0.3 0.1 0.0
C -4.34876 -2.45140 1.07996 0.2 0.1 0.3
O -4.37875 -3.35784 -0.00148 -0.1 -0.2 0.0
C -3.59962 -2.89495 -1.07800 0.3 0.0 -0.2
C -2.14860 -2.66422 -0.64492 -0.3 -0.1 -0.3
N -0.44874 -0.32784 -0.35868 0.1 -0.1 0.1
C 0.81162 0.34440 -0.07033 0.3 -0.3 0.2
C 1.91374 -0.69469 0.15647 -0.1 0.2 -0.1
N 3.23181 -0.09056 0.07449 0.0 -0.1 0.0
C 4.27546 -1.08396 -0.12246 0.3 0.2 -0.1
C 5.61578 -0.37031 -0.29865 -0.1 -0.3 -0.2
O 5.92984 0.41963 0.82251 0.1 0.0 0.1
C 4.91510 1.36864 1.05109 -0.3 0.1 0.2
C 3.55426 0.70223 1.25138 0.3 0.2 -0.1
C -1.25485 0.29637 -1.39631 -0.1 0.1 -0.1
C -1.53481 1.74909 -1.08590 0.0 0.1 -0.1
C -1.05963 2.76982 -1.89693 -0.1 -0.1 0.0
C -1.31506 4.09310 -1.57842 0.0 0.1 0.0
C -2.04115 4.41453 -0.44609 0.0 0.0 0.0
C -2.51111 3.39188 0.36381 0.1 -0.1 -0.2
Cl -3.42189 3.77525 1.78143 -0.1 0.1 0.2
C -2.26506 2.06654 0.05251 0.0 0.1 0.0
H -2.89857 -1.46979 2.36760 0.0 -0.1 0.0
H -2.49350 -3.14917 1.94577 0.0 0.1 0.0
H -4.95582 -2.89941 1.86744 0.0 0.1 0.0
H -4.79679 -1.49347 0.77371 0.0 -0.1 0.1
H -3.65597 -3.66513 -1.84900 0.0 0.1 0.0
H -4.02246 -1.95570 -1.46988 0.1 -0.1 0.0
H -1.53986 -2.31038 -1.47463 0.0 0.0 0.0
H -1.73580 -3.62139 -0.29092 0.0 0.1 -0.1
H 0.70233 0.98557 0.81011 0.0 0.0 -0.1
H 1.08291 0.96017 -0.92762 0.0 0.0 0.0
H 1.83892 -1.44202 -0.63888 0.0 0.0 0.0
H 1.74670 -1.20087 1.11993 0.0 0.0 -0.1
H 4.05173 -1.66061 -1.02270 0.0 0.0 0.0
H 4.34464 -1.77617 0.73520 0.0 0.0 0.0
H 6.42742 -1.09246 -0.40336 -0.1 0.0 -0.1
H 5.56799 0.26216 -1.19832 0.0 -0.1 0.0
H 5.20859 1.92169 1.94483 -0.1 0.0 -0.1
H 4.85302 2.05892 0.19587 0.0 0.0 0.1
H 2.79513 1.47262 1.38548 0.0 0.0 0.1
H 3.58543 0.07354 2.15846 0.0 0.0 0.0
H -2.20583 -0.23113 -1.47253 0.1 0.0 -0.1
H -0.72313 0.21080 -2.34951 -0.1 0.0 0.0
H -0.49150 2.53031 -2.78388 0.1 0.0 -0.1
H -0.94370 4.88167 -2.21510 0.0 0.1 0.0
H -2.24206 5.44258 -0.19013 0.0 0.1 0.0
H -2.62985 1.28199 0.69804 -0.1 -0.1 0.1
```
Forces are in eV/Å.

=====

Density functional theory data (wB97M-V/def2-TZVPD) for C18H26ClN3O3 as an isolated structure in a non-equilibrium geometry.

The relative energy (zero: lowest compared OMol25 entry of this formula, charge and spin) comes out at 433.7 kcal per mole. The HOMO energy is -0.3218 hartree. The calculation puts the molar mass at 367.88 g mol⁻¹. For the electronic energy, the calculation gives -42206.739 eV. For the LUMO energy, the calculation gives -0.2480 eV. The HOMO-LUMO gap comes out at 8.51 eV.

```
51
Properties=species:S:1:pos:R:3:forces:R:3
C 1.33030 -1.53435 4.00029 -7.4 -0.2 0.9
H 0.78430 -1.84479 4.99651 0.9 0.4 -1.7
H 2.28176 -1.86530 4.11053 2.8 -1.1 -0.7
H 1.19464 -0.46623 3.99883 0.5 0.6 -0.2
C 0.27737 -2.07378 2.69725 14.2 -5.3 3.2
C -0.95079 -1.65570 2.72282 -9.7 2.0 3.1
H -0.90291 -0.53755 2.73770 -1.0 -0.7 0.2
H -1.60790 -2.05106 1.96591 0.0 0.3 -0.9
H -1.53228 -2.21184 3.70104 1.7 2.2 -2.2
O 1.13535 -1.61621 1.61948 -0.7 -1.5 0.4
C 0.94211 -2.47595 0.53605 -3.4 4.2 -3.5
C 1.79454 -2.05869 -0.61615 2.0 5.0 0.5
H 1.58090 -0.73699 -0.88014 0.7 -3.8 1.4
H 2.90831 -2.13082 -0.22666 -1.9 0.1 -1.4
C 1.47254 -2.63669 -1.97561 6.9 15.4 -2.4
N 0.45589 -2.18526 -2.68315 -10.9 2.4 0.6
C 0.26027 -1.23451 -3.76049 5.2 -4.5 2.6
O 1.29498 -0.98272 -4.38916 -2.6 1.1 -0.3
C -1.18149 -0.87202 -3.76286 0.3 -3.0 -10.0
N -1.33433 0.20942 -3.03228 -4.3 0.5 5.1
C -1.69232 -0.04806 -1.68989 4.5 3.7 1.2
O -1.64287 -1.13901 -1.16814 -2.3 -0.5 0.2
N -1.38263 1.17033 -0.98370 1.2 0.3 -6.4
C -1.63194 1.43220 0.28880 -10.7 -4.6 3.7
C -0.86627 2.01307 1.20673 10.4 7.6 3.0
C -0.79510 3.60496 1.35747 -4.0 -4.4 -2.2
C 0.18417 4.33307 1.77587 5.9 -3.9 4.0
C 1.42789 3.46763 2.42291 -2.1 1.8 -4.4
C 1.59613 2.17729 1.90824 -3.8 5.8 1.4
C 0.49436 1.59090 1.36886 -4.5 -5.3 -0.5
H 0.52881 0.39228 1.30056 0.4 2.7 -0.5
H 2.26373 1.57531 2.27204 4.5 -3.1 1.5
H 2.24003 4.06975 2.79961 0.0 -0.1 0.6
H 0.10519 5.32843 1.99632 0.0 2.4 0.2
Cl -2.20239 4.48494 0.76475 -0.2 0.0 0.0
H -2.65400 1.94464 0.56653 0.8 -0.2 -1.6
H -2.11643 0.41517 0.83289 1.7 1.6 -1.6
C -1.04164 2.38004 -2.03679 -13.5 -10.8 -4.0
H -0.44254 2.92060 -1.65387 8.3 7.1 4.5
C -0.82252 1.42986 -3.29143 3.0 7.4 -2.9
H -1.39030 2.13580 -4.20341 1.5 -2.6 2.0
H 0.36749 1.47589 -3.58963 -2.8 -0.6 0.7
H -2.18243 2.85508 -2.17641 3.3 -0.6 0.4
H -1.24804 -0.46273 -5.09032 -0.3 -1.2 3.6
H -1.89532 -1.81534 -3.75793 1.4 2.4 0.7
H -0.55335 -2.14425 -1.97430 3.5 -0.3 -2.9
H 2.36671 -2.19121 -2.73348 -1.3 -1.7 2.1
H 1.54710 -3.48465 -1.88011 1.1 -16.1 0.8
H 0.84208 -3.48617 0.68241 0.7 -2.7 1.1
H -0.09487 -2.20503 0.07716 1.0 -0.7 1.0
H 0.48772 -3.25976 2.84838 -0.9 2.4 -0.8
```
Forces are in eV/Å.

=====

Density functional theory data (wB97M-V/def2-TZVPD) for C18H26F6LiN4O7PS2 as an isolated structure.

The relative energy (zero: lowest compared OMol25 entry of this formula, charge and spin) comes out at 0.0 kcal per mole. The HOMO energy is -0.3474 hartree. The calculation puts the molar mass at 626.46 g mol⁻¹. For the electronic energy, the calculation gives -86856.628 eV. For the LUMO energy, the calculation gives -0.4548 eV. The HOMO-LUMO gap comes out at 9.00 eV.

```
65
Properties=species:S:1:pos:R:3:forces:R:3
Li -0.34178 0.22109 -0.14360 0.2 -0.1 0.3
C -3.12371 0.51866 1.75645 0.0 0.0 0.1
C -1.76289 0.46410 2.44753 0.0 0.1 -0.1
O -0.73384 0.98701 1.64353 -0.1 0.0 0.3
C -1.80765 1.26637 3.76509 0.1 -0.1 0.1
F -0.61647 1.32970 4.36905 -0.1 0.0 0.0
F -2.19113 2.53318 3.51049 0.0 -0.1 0.0
F -2.68570 0.75100 4.63759 0.0 0.1 0.0
C -1.38229 -1.00237 2.71408 0.0 0.0 0.0
F -1.29933 -1.65199 1.53689 0.1 0.0 0.0
F -0.20355 -1.13292 3.33024 -0.1 0.0 -0.1
F -2.30735 -1.63341 3.45157 0.1 0.0 -0.1
H -3.34164 1.54282 1.45985 0.0 0.0 0.0
H -3.91365 0.15280 2.41076 0.0 0.0 0.0
H -3.09503 -0.08203 0.85016 0.0 0.0 0.0
O 0.43422 -4.08992 -0.84238 0.0 -0.1 0.1
S -0.04402 -4.06383 -2.19448 0.0 0.1 -0.3
O 0.14071 -5.20761 -3.03248 0.0 0.0 0.1
N 0.60320 -2.71670 -2.93605 0.1 -0.1 0.0
C -0.31911 -1.86490 -3.21980 0.1 0.0 0.1
S 0.15120 -0.36978 -3.93969 -0.1 0.0 -0.1
C -1.71423 -2.24373 -2.86370 0.1 0.0 0.1
C -2.89564 -1.54411 -3.02628 0.0 -0.1 0.0
C -4.06953 -2.14297 -2.58535 0.0 0.0 0.0
C -4.05788 -3.40214 -1.99527 0.0 0.0 0.0
C -2.86786 -4.10072 -1.82154 0.0 0.0 0.0
C -1.71449 -3.49076 -2.26298 -0.1 0.0 0.0
H -2.90282 -0.55886 -3.46882 0.0 0.0 0.0
H -5.00834 -1.61709 -2.69572 0.0 0.0 0.0
H -4.98745 -3.84136 -1.65890 0.0 0.0 0.0
H -2.84758 -5.07703 -1.35722 0.0 0.0 0.0
N -1.23371 3.44626 0.80448 0.0 0.0 0.0
C -0.79281 3.38723 -0.59746 0.0 0.0 -0.1
P -1.97241 2.29624 -1.48554 0.0 -0.1 -0.1
O -3.35282 2.72598 -1.11964 0.0 0.0 0.0
O -1.56189 0.85144 -1.26163 -0.1 0.1 -0.2
C -1.64802 2.69614 -3.23912 0.0 0.1 0.0
N -2.42443 1.78938 -4.09334 -0.1 0.0 0.0
H -2.23489 3.63118 0.81526 0.0 0.0 0.0
H -0.77018 4.19313 1.30632 0.0 0.0 0.0
H -0.94002 1.97109 1.43550 0.0 -0.1 -0.1
H 0.21819 2.97818 -0.64749 0.0 0.0 0.0
H -0.79291 4.36902 -1.08444 0.0 0.0 0.0
H -0.57797 2.57488 -3.43805 0.0 0.0 0.0
H -1.90609 3.74936 -3.39134 0.0 0.0 0.0
H -2.50499 2.16938 -5.02931 0.0 -0.1 0.0
H -3.37029 1.73303 -3.72422 0.0 0.0 0.0
H -1.05871 0.25581 -3.89982 0.1 0.0 0.0
O 1.11844 -1.36769 -0.18742 0.1 0.2 -0.1
C 1.93743 -0.45498 -0.70153 0.0 -0.1 0.0
O 1.62777 0.71833 -0.66018 0.0 -0.1 0.0
C 3.20764 -1.00991 -1.33007 0.0 0.0 0.0
N 3.23087 -2.46738 -1.16687 0.0 0.1 0.0
C 4.46185 -2.86017 -0.46546 0.0 0.0 0.0
C 4.80513 -1.62163 0.35070 0.0 0.0 0.0
C 4.46546 -0.48699 -0.61563 0.0 0.0 0.0
H 3.17584 -0.69740 -2.37678 0.0 0.0 0.0
H 3.07511 -2.95582 -2.03684 0.0 0.0 0.0
H 1.53670 -2.25414 -0.37530 -0.1 0.0 0.1
H 5.26998 -3.08705 -1.16975 0.0 0.0 0.0
H 4.28395 -3.74312 0.14735 0.0 0.0 0.0
H 5.84393 -1.60703 0.67499 0.0 0.0 0.0
H 4.17200 -1.56997 1.23935 0.0 0.0 0.0
H 5.26736 -0.35776 -1.34317 0.0 0.0 0.0
H 4.28920 0.47254 -0.13316 0.0 0.0 0.0
```
Forces are in eV/Å.